This record from the Open Molecules 2025 dataset describes a molecular structure, C14H41N7NaO5. The level of theory is the ωB97M-V functional and the def2-TZVPD basis.

Values from the calculation:
LUMO level: -0.0883 hartree
Net charge: +1
Highest occupied orbital energy: -10.724 eV
HOMO-LUMO gap: 8.321 eV

XYZ file:
```
68
Properties=species:S:1:pos:R:3:forces:R:3
Na 0.22347 -0.48999 -0.74430 3.265 -3.072 -0.832
C 3.46442 -0.48370 -0.88689 1.246 0.585 2.022
C 2.66236 -0.62620 0.44100 0.685 0.912 0.751
C 2.15786 0.79333 1.08077 2.265 2.719 -2.017
O 3.23115 1.69192 1.20547 2.813 0.418 -0.196
C 3.00711 2.84222 1.97402 -1.183 -0.002 0.119
N 1.51499 -1.49681 0.27575 5.203 -2.335 -0.845
H 3.71523 -1.43129 -1.36361 0.096 -0.152 1.130
H 4.40421 -0.02975 -0.57254 0.111 0.221 -0.285
H 2.96127 0.09339 -1.66271 0.612 0.525 1.308
H 3.27648 -1.02037 1.25067 0.814 -0.091 -0.219
H 1.60105 0.76266 2.01732 2.449 1.996 -0.532
H 1.49201 1.25191 0.34971 0.923 -0.451 0.515
H 2.74116 2.63970 3.01149 -0.327 -0.541 0.245
H 2.17538 3.38984 1.53079 -0.346 0.345 -0.004
H 3.80676 3.57208 2.10037 0.649 -0.607 -0.844
H 1.06078 -1.55906 1.17571 1.714 -0.787 -1.063
H 1.68784 -2.43416 -0.05833 0.893 -0.021 -0.564
C -1.65032 0.95484 -2.38052 0.254 -0.354 -0.685
C -1.84213 -0.14522 -1.38780 -2.406 0.693 0.023
C -3.34531 -0.45283 -1.17754 0.878 1.557 -0.664
O -4.09443 0.69770 -0.78718 -0.034 -0.106 1.689
C -3.95946 1.21293 0.57824 1.169 -0.310 -0.753
N -1.15281 -1.36152 -1.72632 -11.559 1.813 -2.506
H -2.32427 1.74788 -2.05649 0.191 0.226 -0.501
H -1.84854 0.61264 -3.39624 -0.415 0.160 -0.088
H -0.59081 1.20627 -2.33239 -0.730 0.250 -0.813
H -1.38623 0.18350 -0.45388 -1.616 0.270 -1.614
H -3.43130 -1.31521 -0.51648 -0.604 -0.178 -0.028
H -3.61873 -0.60414 -2.22178 -0.889 -0.708 0.276
H -3.00500 0.98359 1.05205 0.112 -0.330 -0.417
H -4.59697 0.82653 1.37346 -1.076 0.102 -0.739
H -3.88398 2.29607 0.48216 -0.923 -0.078 0.126
H -1.39910 -1.64171 -2.66489 -3.196 1.313 -1.404
H -1.59229 -2.08664 -1.17757 -0.926 0.479 -2.617
C -2.05245 -1.90151 2.13880 0.754 0.506 0.329
C -1.33905 -0.95304 1.16540 -1.459 -1.458 -0.214
C -0.35721 0.03078 1.70327 -0.926 0.706 3.435
O 0.92322 -0.51796 2.02854 -7.332 -1.098 5.072
C 1.13922 -1.10272 3.25483 1.476 -1.059 1.920
N -0.64350 -1.73802 0.10877 -3.906 -6.760 10.085
H -2.46059 -1.32418 2.96838 -0.235 -0.246 0.111
H -1.33175 -2.62509 2.51977 -0.001 0.006 0.281
H -2.82035 -2.49756 1.64569 -0.159 0.292 -0.086
H -2.08712 -0.33159 0.67313 -0.008 -0.837 1.089
H -0.82985 0.48980 2.57161 -0.030 -0.545 1.008
H -0.27092 0.96517 1.14866 0.875 -1.710 0.448
H 2.22554 -1.19053 3.27228 0.208 -0.343 0.131
H 0.73100 -2.10469 3.38729 -0.224 -0.118 -0.293
H 0.94479 -0.57862 4.19056 -0.687 0.760 -0.375
H 0.01292 -2.18664 0.73164 -0.886 -1.143 -0.382
H -1.20851 -2.51624 -0.19984 0.001 -0.918 2.430
C 1.40713 -1.04420 -2.62974 -0.909 1.126 -0.145
O 1.20656 0.03765 -2.09280 2.097 2.198 -5.322
N 2.52627 -1.42651 -3.09515 5.145 -1.581 -3.182
N 0.53846 -1.99832 -2.74592 1.781 -5.408 -3.319
H 2.57311 -2.42773 -3.21955 0.858 0.451 -0.373
H 3.37801 -0.88828 -3.02485 -0.511 -0.357 -0.421
H -0.40702 -1.88913 -2.40793 4.344 -1.294 -0.810
H 0.80401 -2.84722 -3.22440 0.288 0.281 -0.155
C -0.33832 2.23930 -0.43420 0.741 1.085 -0.761
O 0.06380 1.10139 -0.50442 -0.771 10.134 1.077
N -1.31273 2.65044 0.31698 -3.175 0.003 3.378
N 0.13002 3.21316 -1.14112 2.366 2.573 -2.624
H -1.52516 3.62224 0.49183 0.117 -0.254 -0.108
H -1.67600 1.98556 0.98485 -0.124 0.717 -0.149
H -0.25492 4.14544 -1.08842 0.233 -0.256 -0.178
H 0.84951 3.02844 -1.82546 -0.052 0.085 0.129
```
Positions in Å, forces in eV/Å.

This record from the Open Molecules 2025 dataset describes a molecular structure, C32H41IrN5S. The level of theory is the ωB97M-V functional and the def2-TZVPD basis.

Values from the calculation:
Energy above the lowest of the compared OMol25 structures with the same formula, charge and spin: 3.443 eV
LUMO level (spin up / spin down): 0.0901 / 0.0787 hartree
Net charge: -1
Highest occupied orbital energy (spin up / spin down): 0.329 / -3.494 eV
HOMO-LUMO gap (spin up / spin down): 2.122 / 5.635 eV
Spin multiplicity: 5

XYZ file:
```
80
Properties=species:S:1:pos:R:3:forces:R:3
Ir 0.20498 -0.06333 -0.19677 2.008 1.955 0.273
N -1.93003 -1.33806 0.33757 -3.145 -2.013 -1.147
N -0.53198 -2.38769 -1.76558 0.414 0.786 -0.247
C 2.11595 0.90262 -0.71904 -0.370 0.379 -1.026
C 2.34165 -0.40950 -0.19506 0.123 -0.062 0.605
C 1.96160 -0.39410 1.19125 0.318 -0.477 -0.380
C 2.05195 -1.66291 1.97367 0.184 -0.489 0.568
H 2.21948 -2.53924 1.33061 -0.010 0.474 -0.130
H 1.14290 -1.90468 2.54155 0.391 0.399 -0.057
H 2.90641 -1.61488 2.65620 -0.273 -0.054 0.180
C 1.45507 0.93590 1.49353 -0.680 0.032 -0.587
C 0.84337 1.63044 2.67545 0.145 0.154 1.098
H 1.63023 2.06814 3.30904 -0.013 0.029 -0.166
H 0.18326 1.03547 3.32187 0.723 -0.007 -0.337
H 0.18565 2.44768 2.35237 0.411 -0.271 -0.041
C 1.45126 1.67442 0.27392 1.165 0.744 0.371
C 1.06420 3.11367 0.15960 0.178 0.147 -0.330
H 0.18158 3.36512 0.74870 0.050 -0.100 -0.201
H 0.85162 3.35816 -0.88077 -0.029 0.055 0.014
H 1.88021 3.76093 0.50424 -0.023 0.019 -0.038
C 2.88888 -1.58587 -0.93777 0.392 0.126 -0.142
H 3.95250 -1.72940 -0.71406 -0.025 -0.040 -0.056
H 2.79269 -1.38386 -2.00782 -0.001 -0.243 0.045
H 2.36753 -2.52096 -0.69552 0.021 0.342 -0.134
C 2.56724 1.45986 -2.02430 0.018 -0.058 0.245
H 1.76148 2.06300 -2.42995 0.042 0.029 -0.423
H 2.82006 0.65614 -2.71091 -0.005 0.186 -0.150
H 3.44724 2.09781 -1.87149 -0.024 -0.085 -0.094
C -2.57718 -0.75421 1.51445 1.324 -0.038 -0.791
H -3.09156 0.17632 1.30663 -0.473 -0.262 -0.201
C -3.06929 -1.61943 2.55844 -0.316 0.150 0.428
H -3.75057 -1.16024 3.28031 0.222 -0.431 -0.079
C -2.55232 -2.89135 2.65924 -0.832 -0.255 0.494
H -2.79273 -3.51015 3.52559 0.036 0.088 -0.230
C -1.80011 -3.40918 1.62456 0.765 -0.549 -0.306
H -1.35996 -4.39651 1.65515 -0.089 -0.144 0.229
C -1.53964 -2.65708 0.45041 0.230 0.956 -0.922
C -0.71858 -3.10276 -0.58633 -0.814 -1.075 0.402
H -0.38667 -4.12880 -0.60659 0.103 -0.137 0.000
C -0.35383 -1.01097 -1.78224 -0.495 -0.865 -2.716
C -0.45886 -2.90212 -3.06778 -0.128 -1.033 0.616
H -0.45721 -3.96938 -3.25194 -0.145 0.214 0.096
C -0.37970 -1.87968 -3.91800 0.080 0.821 0.423
H -0.36613 -1.84681 -5.00202 0.007 0.049 0.381
N -0.33829 -0.70120 -3.14234 -0.453 -0.354 0.143
C -0.57930 0.57583 -3.75803 -0.331 -0.591 0.791
C 0.36909 1.09989 -4.66170 1.078 1.231 -0.845
C 0.16601 2.38592 -5.17220 -0.040 -0.787 0.340
H 0.95799 2.83711 -5.78391 -0.274 -0.141 0.066
C -1.01033 3.09957 -4.90667 1.257 0.958 -0.868
C -1.20683 4.49502 -5.42704 0.059 -0.338 0.265
H -1.08466 5.23427 -4.62143 -0.068 0.178 -0.153
H -2.22356 4.60336 -5.82704 0.039 0.173 -0.066
H -0.48235 4.71929 -6.21774 -0.105 0.079 0.062
C -2.01378 2.47890 -4.15668 -1.126 -1.057 0.999
H -2.96546 3.01031 -3.98803 0.339 -0.398 -0.140
C -1.83268 1.21131 -3.61586 -0.264 0.776 -0.119
C -2.97091 0.50362 -2.94824 -0.292 0.123 0.279
H -3.42099 -0.26210 -3.60014 0.206 0.083 0.128
H -3.75495 1.22953 -2.70603 0.037 -0.129 -0.019
H -2.65718 0.02154 -2.01835 -0.089 -0.055 -0.014
C 1.60675 0.34325 -5.05761 0.129 0.183 -0.255
H 1.49435 -0.13366 -6.04680 0.064 -0.120 0.199
H 1.88699 -0.43744 -4.33914 -0.036 0.149 -0.133
H 2.44128 1.05442 -5.14890 -0.042 -0.256 0.001
S -0.83997 -0.33253 1.78720 -1.564 0.929 3.227
C 1.31481 -0.98631 4.98738 2.666 -0.474 -1.451
N 1.17817 0.24595 5.43491 -0.783 0.124 0.867
C -0.10633 0.67191 6.04167 1.125 0.056 -0.739
C -0.61493 -0.48863 6.87382 0.152 -0.251 0.250
C -0.77103 -1.76713 6.06153 0.556 -0.491 -1.209
N 0.42951 -1.93418 5.18820 -1.011 1.212 1.282
H 1.86945 0.90608 5.06580 -0.870 -0.374 0.537
H -0.77589 0.88069 5.20305 -0.369 0.190 0.226
H 0.06696 1.57844 6.62680 -0.239 -0.107 0.033
H -1.56423 -0.20318 7.31121 -0.222 -0.111 0.221
H 0.09864 -0.71399 7.67777 -0.132 0.309 -0.047
H -1.64680 -1.76185 5.41178 -0.228 0.121 0.126
H -0.80233 -2.65133 6.69290 -0.287 0.031 0.283
H 0.63012 -2.78526 4.69944 -0.344 -0.315 0.196
```
Positions in Å, forces in eV/Å.